Entry 1:
C32H89N7O11 | ωB97M-V/def2-TZVPD

The value obtained for the lowest unoccupied orbital energy is 0.0151 Ha. As for the SMILES: COC[C@H](C)N.COC[C@H](C)N.COC[C@H](C)N.COC[C@H](C)N.COC[C@H](C)N.COC[C@H](C)N.COC[C@H](C)N.OCCO.OCCO. As for the orbital gap: 9.532 eV.

Cartesian coordinates (Å):
C (-1.6609, -4.0409, -0.5267)
O (-1.2700, -4.9130, 0.5018)
C (0.0864, -4.8366, 0.8712)
C (0.2893, -5.8641, 1.9915)
C (1.6853, -5.7594, 2.6208)
N (0.0690, -7.2554, 1.5528)
H (-1.1429, -4.2279, -1.4780)
H (-1.3921, -3.0108, -0.2662)
H (-2.7353, -4.1468, -0.6229)
H (0.7341, -5.0424, 0.0037)
H (0.3940, -3.8790, 1.3358)
H (-0.4259, -5.6191, 2.7828)
H (1.7474, -6.3914, 3.5010)
H (1.8818, -4.7241, 2.9316)
H (2.4763, -6.0070, 1.9060)
H (0.6732, -7.4304, 0.7511)
H (-0.8763, -7.3054, 1.1749)
C (-3.5296, 4.4864, 6.1724)
O (-2.8470, 4.4776, 4.9499)
C (-1.5845, 3.8802, 5.0602)
C (-0.7920, 4.0521, 3.7934)
C (0.6309, 3.5732, 4.0430)
N (-0.7441, 5.5038, 3.4513)
H (-3.8501, 3.4756, 6.4614)
H (-4.4036, 5.1313, 6.1111)
H (-2.8896, 4.8903, 6.9726)
H (-1.0196, 4.2801, 5.9230)
H (-1.6818, 2.8071, 5.3173)
H (-1.2072, 3.4650, 2.9746)
H (1.1684, 3.6660, 3.0950)
H (0.6369, 2.4977, 4.2682)
H (1.1451, 4.1193, 4.8271)
H (-1.6535, 5.9157, 3.6697)
H (-0.7329, 5.5970, 2.4349)
C (-2.4179, -0.6380, 3.8489)
O (-2.1034, -0.9295, 2.5102)
C (-2.1213, 0.1975, 1.6408)
C (-3.4509, 0.8650, 1.4695)
C (-4.3979, -0.0707, 0.7135)
N (-3.2739, 2.1533, 0.8103)
H (-1.7371, 0.0753, 4.3404)
H (-2.4355, -1.5691, 4.4075)
H (-3.4098, -0.1742, 3.9450)
H (-1.3117, 0.8637, 1.9793)
H (-1.7770, -0.1530, 0.6599)
H (-3.9187, 1.0795, 2.4320)
H (-5.3851, 0.3952, 0.6122)
H (-4.5790, -1.0133, 1.2359)
H (-4.0355, -0.2694, -0.2981)
H (-3.0660, 2.0052, -0.1792)
H (-4.1472, 2.6689, 0.7981)
C (4.0160, -3.0427, -0.2362)
O (3.1940, -3.2483, -1.3626)
C (3.8919, -3.0202, -2.5599)
C (2.9880, -3.3908, -3.6990)
C (2.2824, -4.7306, -3.4689)
N (3.7290, -3.3743, -4.9501)
H (3.3867, -2.9782, 0.6482)
H (4.6202, -2.1365, -0.3538)
H (4.6883, -3.9019, -0.1213)
H (4.1818, -1.9585, -2.5943)
H (4.8088, -3.6248, -2.5865)
H (2.1695, -2.6432, -3.7107)
H (2.1391, -5.2295, -4.4284)
H (1.3071, -4.5488, -3.0265)
H (2.8771, -5.3916, -2.8391)
H (3.1637, -3.6096, -5.7607)
H (4.0754, -2.4436, -5.2151)
C (1.1302, -1.1084, 4.5950)
O (0.8867, -0.2364, 5.6620)
C (2.0315, -0.0983, 6.4699)
C (1.7498, 0.7176, 7.7013)
C (1.5336, 2.2011, 7.3726)
N (2.9292, 0.5610, 8.6136)
H (0.3750, -0.9118, 3.8344)
H (1.2153, -2.1582, 4.9084)
H (2.0769, -0.9574, 4.0372)
H (2.3699, -1.1100, 6.7609)
H (2.8918, 0.3196, 5.9226)
H (0.8202, 0.3731, 8.1761)
H (2.4385, 2.5966, 6.8908)
H (1.3588, 2.8022, 8.2602)
H (0.7841, 2.2334, 6.5816)
H (2.7699, -0.2590, 9.1972)
H (2.9039, 1.3342, 9.2750)
C (0.4404, 2.3557, -1.8676)
O (1.7073, 1.8410, -1.4986)
C (1.7528, 0.4426, -1.4943)
C (1.0361, -0.1408, -0.3148)
C (1.7651, 0.0339, 1.0305)
N (0.7656, -1.5752, -0.5695)
H (0.1075, 2.0331, -2.8609)
H (0.5377, 3.4363, -1.9980)
H (-0.2947, 2.1516, -1.0875)
H (1.3333, 0.0089, -2.4118)
H (2.8128, 0.1581, -1.4683)
H (0.1064, 0.4174, -0.1415)
H (2.0252, 1.0919, 1.1576)
H (2.7358, -0.4777, 0.9530)
H (1.1980, -0.3603, 1.8654)
H (0.5374, -2.0088, 0.3242)
H (1.6525, -2.0552, -0.7974)
C (-2.0332, -0.4932, -2.8036)
O (-2.2797, -0.7969, -4.1383)
C (-2.1421, 0.3279, -4.9766)
C (-2.1713, -0.1128, -6.3911)
C (-2.0218, 1.0954, -7.3278)
N (-3.3800, -0.8296, -6.7268)
H (-1.7363, -1.3380, -2.1901)
H (-2.9354, -0.0473, -2.3291)
H (-1.3207, 0.3353, -2.6596)
H (-2.9593, 1.0409, -4.7758)
H (-1.1893, 0.8364, -4.7681)
H (-1.2855, -0.7269, -6.6294)
H (-2.7357, 1.8829, -7.0542)
H (-2.2028, 0.8290, -8.3707)
H (-1.0286, 1.5490, -7.3025)
H (-3.4540, -0.9498, -7.7298)
H (-3.3753, -1.7685, -6.3433)
O (-2.0773, 4.6082, -1.7951)
C (-1.7491, 5.2215, -3.0310)
C (-2.7833, 6.1893, -3.4610)
O (-2.6724, 7.3548, -2.6477)
H (-1.8132, 5.2298, -1.1084)
H (-0.7707, 5.7177, -3.0046)
H (-1.6583, 4.4840, -3.8368)
H (-3.7758, 5.7258, -3.3572)
H (-2.7351, 6.4497, -4.5289)
H (-3.4447, 7.9053, -2.8053)
O (2.0898, -0.3510, -7.7454)
C (2.1685, -0.0743, -6.3445)
C (3.5449, 0.3620, -5.9037)
O (4.4797, -0.6708, -6.0646)
H (2.5187, -1.1984, -7.9067)
H (1.4666, 0.7411, -6.1730)
H (1.8113, -0.9276, -5.7551)
H (3.4964, 0.6703, -4.8574)
H (3.8559, 1.2567, -6.4525)
H (4.6841, -0.7570, -7.0005)



Entry 2:
C11H19N3S | ωB97M-V/def2-TZVPD

The value obtained for the lowest unoccupied orbital energy (spin up / spin down) is -0.3412 / -0.3412 Ha. Its net charge is +2. As for the orbital gap (spin up / spin down): 6.802 / 6.800 eV.

Cartesian coordinates (Å):
C (1.8145, -0.2078, -1.2719)
C (3.0521, 0.3099, -0.8837)
C (1.2005, -0.1006, 0.9571)
C (0.8465, -0.4926, -0.3050)
C (3.3446, 0.6140, 0.4563)
C (-1.6979, 0.6501, -0.2154)
C (4.6184, 1.0506, 1.0552)
C (-1.0371, 3.0310, -0.8719)
C (-0.9050, -1.3549, -1.8732)
C (-0.9853, -2.0698, 0.4292)
C (-3.6721, -0.2840, 1.8350)
N (2.3935, 0.3551, 1.3727)
N (-0.9250, 1.5909, -0.6628)
N (-0.4323, -1.0353, -0.5713)
S (-3.3347, 0.3893, 0.2111)
H (1.6778, -0.3018, -2.2650)
H (3.6577, 0.7192, -1.7090)
H (0.4456, -0.0689, 1.8091)
H (5.4650, 0.3265, 1.0880)
H (4.9812, 1.9790, 0.5995)
H (4.3244, 1.2566, 2.0763)
H (-1.7614, 3.1423, -1.6366)
H (-0.0323, 3.2640, -1.3445)
H (-1.3350, 3.5444, 0.0079)
H (-0.7069, -0.5641, -2.6409)
H (-0.4325, -2.3245, -2.3431)
H (-1.9722, -1.6851, -2.0442)
H (-2.1595, -1.9700, 0.4597)
H (-0.7996, -3.0358, -0.1200)
H (-0.4946, -2.0662, 1.4163)
H (-3.5159, 0.5124, 2.4549)
H (-3.2115, -1.1005, 2.3059)
H (-4.7648, -0.4664, 1.7725)
H (-0.1639, 1.3129, -1.1916)



Entry 3:
C53H126N7O7 | ωB97M-V/def2-TZVPD

The value obtained for the lowest unoccupied orbital energy is -0.2427 Ha. Its net charge is +5. As for the orbital gap: 3.730 eV.

Cartesian coordinates (Å):
C (0.5630, -1.2230, 0.2882)
O (1.6251, -0.9114, 1.1353)
H (0.7604, -1.2288, -0.7837)
H (0.1695, -2.2122, 0.5223)
H (-0.2715, -0.5325, 0.4104)
C (-2.4102, -8.1198, 3.8168)
C (-1.0800, -8.9885, 3.8147)
C (-0.3786, -8.6080, 2.5154)
N (1.0585, -9.2251, 2.2907)
C (0.9789, -10.7849, 2.3448)
C (2.3340, -11.3799, 1.9437)
C (2.8007, -10.8723, 0.5561)
C (2.9323, -9.2987, 0.5038)
C (1.6451, -8.6489, 0.9558)
C (1.9515, -8.6293, 3.3852)
H (-3.0018, -8.0247, 2.9062)
H (-2.0966, -7.1075, 4.0717)
H (-3.0589, -8.5419, 4.5843)
H (-1.3605, -10.0371, 3.9135)
H (-0.4363, -8.8128, 4.6766)
H (-0.4386, -7.5315, 2.3554)
H (-0.9817, -9.1563, 1.7918)
H (0.1450, -11.1372, 1.7378)
H (0.7149, -11.0202, 3.3759)
H (2.4709, -12.4610, 1.9207)
H (3.0836, -11.1050, 2.6858)
H (2.1215, -11.2301, -0.2177)
H (3.8103, -11.2366, 0.3659)
H (3.2832, -8.9533, -0.4687)
H (3.7710, -9.0319, 1.1468)
H (0.9462, -8.7299, 0.1233)
H (1.7771, -7.5678, 1.0008)
H (1.9350, -7.5511, 3.2264)
H (2.9917, -8.9443, 3.3015)
H (1.4524, -8.9311, 4.3060)
C (-10.4255, 4.8822, 7.6059)
C (-8.8942, 4.5792, 7.6011)
C (-8.3867, 3.8433, 6.3723)
N (-6.8605, 3.4801, 6.3521)
C (-6.4932, 2.7824, 7.6476)
C (-5.2598, 1.8790, 7.5879)
C (-5.1820, 0.9213, 6.3909)
C (-5.2553, 1.8185, 5.1810)
C (-6.6012, 2.5613, 5.1279)
C (-5.9323, 4.7143, 6.3078)
H (-10.7815, 5.0446, 8.6232)
H (-11.1381, 4.1635, 7.2012)
H (-10.6402, 5.7988, 7.0564)
H (-8.7855, 3.8390, 8.3939)
H (-8.2646, 5.4457, 7.8030)
H (-8.5193, 4.4477, 5.4750)
H (-8.9832, 2.9469, 6.2031)
H (-7.2711, 2.0223, 7.7191)
H (-6.4108, 3.4464, 8.5081)
H (-5.3308, 1.1648, 8.4083)
H (-4.3838, 2.5262, 7.6311)
H (-6.0071, 0.2114, 6.3345)
H (-4.2909, 0.2975, 6.3204)
H (-5.2193, 1.2590, 4.2463)
H (-4.4059, 2.4474, 4.9142)
H (-7.3907, 1.8126, 5.0619)
H (-6.8262, 3.1695, 4.2518)
H (-6.0997, 5.3419, 5.4325)
H (-4.9702, 4.2536, 6.0837)
H (-6.1126, 5.1815, 7.2760)
C (0.7674, 10.4471, -3.8250)
C (-0.7328, 10.4197, -3.9101)
C (-1.3670, 9.0916, -4.0573)
N (-2.8872, 8.9214, -3.6367)
C (-3.1996, 9.2714, -2.1636)
C (-2.5557, 8.2287, -1.2464)
C (-2.9328, 6.7706, -1.5705)
C (-2.7848, 6.4268, -3.0123)
C (-3.3776, 7.4498, -3.9787)
C (-3.5865, 9.9511, -4.6127)
H (1.2408, 9.9419, -4.6668)
H (1.1091, 9.8641, -2.9697)
H (1.2783, 11.3487, -3.4872)
H (-0.9291, 11.0966, -4.7416)
H (-1.0545, 10.8604, -2.9665)
H (-0.8697, 8.5754, -3.2361)
H (-1.0603, 8.6343, -4.9980)
H (-2.9067, 10.2900, -1.9090)
H (-4.2742, 9.2997, -1.9832)
H (-1.5015, 8.4242, -1.0501)
H (-2.8327, 8.3734, -0.2022)
H (-2.3452, 6.0265, -1.0326)
H (-3.9412, 6.4031, -1.3807)
H (-1.7856, 6.1251, -3.3265)
H (-3.1581, 5.4516, -3.3248)
H (-3.2121, 7.3227, -5.0485)
H (-4.4415, 7.3844, -3.7511)
H (-4.5906, 9.5893, -4.8343)
H (-2.8834, 10.1362, -5.4247)
H (-3.5846, 10.8798, -4.0422)
C (3.1667, 3.0168, -4.5175)
C (2.7516, 2.8749, -5.9853)
C (2.6222, 1.4810, -6.5725)
N (1.9874, 1.4248, -8.0079)
C (0.4411, 1.2885, -8.0139)
C (-0.2371, 0.9208, -9.3279)
C (0.3999, -0.2524, -9.9489)
C (1.9245, -0.0726, -10.0738)
C (2.6931, 0.1955, -8.7178)
C (2.4033, 2.5974, -8.8646)
H (2.4749, 2.3761, -3.9707)
H (3.1755, 4.0511, -4.1735)
H (4.1609, 2.6006, -4.3547)
H (3.4502, 3.4805, -6.5626)
H (1.9536, 3.5862, -6.1984)
H (1.9555, 0.9921, -5.8622)
H (3.6051, 1.0513, -6.7662)
H (0.1487, 0.6284, -7.1972)
H (0.1017, 2.2803, -7.7152)
H (-1.2159, 0.5022, -9.0941)
H (-0.5132, 1.7478, -9.9821)
H (0.1668, -1.2207, -9.5060)
H (0.0644, -0.3871, -10.9772)
H (2.4267, -0.9846, -10.3966)
H (2.0427, 0.6937, -10.8399)
H (2.3921, -0.5555, -7.9874)
H (3.7674, 0.2556, -8.8921)
H (2.1112, 3.4578, -8.2625)
H (1.8157, 2.5189, -9.7793)
H (3.4745, 2.6562, -9.0570)
C (12.1540, -3.6238, -1.2287)
N (10.9528, -2.7601, -0.9135)
C (10.9007, -2.8082, 0.5845)
C (11.1049, -1.4256, -1.4937)
C (9.6640, -3.5125, -1.4066)
C (8.2784, -2.9543, -0.7344)
O (8.1320, -1.5165, -0.8482)
H (13.0526, -3.1533, -0.8297)
H (12.2584, -3.6213, -2.3137)
H (11.9038, -4.5887, -0.7878)
H (10.7167, -3.8430, 0.8734)
H (10.0729, -2.1569, 0.8651)
H (11.8270, -2.4028, 0.9915)
H (10.2318, -0.8611, -1.1664)
H (11.1678, -1.3953, -2.5814)
H (11.9316, -0.8535, -1.0726)
H (9.7995, -4.5470, -1.0910)
H (9.6954, -3.5946, -2.4931)
H (8.1230, -3.3333, 0.2757)
H (7.4057, -3.3248, -1.2721)
H (7.3394, -1.2704, -0.3657)
C (4.1209, 3.9686, 8.6980)
N (5.5953, 3.4710, 8.2998)
C (6.6628, 3.9479, 9.2800)
C (5.7799, 1.9311, 8.3980)
C (5.8662, 4.0604, 6.8636)
C (5.0108, 3.3828, 5.8256)
O (5.6065, 2.1058, 5.5306)
H (4.0477, 3.9765, 9.7855)
H (3.3840, 3.4286, 8.1034)
H (4.1673, 5.0424, 8.5165)
H (6.3504, 3.5325, 10.2381)
H (6.7645, 5.0280, 9.1743)
H (7.5476, 3.4818, 8.8464)
H (6.7164, 1.5537, 7.9875)
H (5.0835, 1.5255, 7.6641)
H (5.5648, 1.5435, 9.3938)
H (6.8802, 3.7239, 6.6474)
H (5.7435, 5.1435, 6.8662)
H (4.8496, 4.0569, 4.9844)
H (3.9987, 3.2317, 6.2009)
H (4.9240, 1.7438, 4.9607)
C (-8.2750, -5.2362, -1.5760)
N (-6.9340, -5.4030, -2.4076)
C (-6.3086, -6.8002, -2.2284)
C (-7.2399, -5.1540, -3.8840)
C (-5.9236, -4.3395, -1.9312)
C (-6.1753, -2.7916, -2.3435)
O (-5.7472, -2.2901, -3.6473)
H (-8.5329, -4.1800, -1.4979)
H (-7.9655, -5.5540, -0.5803)
H (-9.0435, -5.9026, -1.9678)
H (-5.4303, -6.9129, -2.8640)
H (-7.1447, -7.4031, -2.5826)
H (-6.0643, -6.9355, -1.1748)
H (-7.9208, -5.8593, -4.3605)
H (-6.2209, -5.2027, -4.2680)
H (-7.6539, -4.1496, -3.9724)
H (-4.9276, -4.7636, -2.0582)
H (-5.9980, -4.3859, -0.8448)
H (-5.8564, -2.2448, -1.4561)
H (-7.2476, -2.6207, -2.2489)
H (-5.1079, -2.9127, -4.0012)
O (1.0214, -5.1740, -5.5627)
C (-0.1785, -5.4453, -5.9663)
O (-0.3359, -6.5296, -6.4968)
O (-1.0531, -4.5585, -5.7785)
H (0.8903, -4.3016, -5.1841)



Entry 4:
C23H27Cl2CoFN7O4S | ωB97M-V/def2-TZVPD

As for the multiplicity: 2. The value obtained for the lowest unoccupied orbital energy (spin up / spin down) is -0.1134 / -0.1134 Ha. Its net charge is +1. As for the expectation value of S²: 0.784. As for the orbital gap (spin up / spin down): 5.930 / 5.912 eV.

Cartesian coordinates (Å):
Co (-0.4847, 1.0220, -2.8369)
C (-1.1672, -4.8222, 1.2267)
C (-2.0257, -3.6516, 1.6821)
N (-1.6267, -2.3879, 1.0526)
C (-2.2380, -2.0173, -0.0905)
C (-1.9044, -0.9251, -0.8347)
C (-2.6840, -0.6794, -2.1169)
O (-3.7475, -1.2659, -2.2435)
O (-2.1511, 0.1045, -2.9804)
C (-0.8987, -0.0547, -0.3503)
O (-0.5332, 1.0013, -0.9193)
C (-0.2336, -0.4393, 0.8884)
C (0.8225, 0.3492, 1.3530)
C (1.5219, -0.0646, 2.4466)
F (2.5244, 0.6944, 2.9362)
C (1.2486, -1.2775, 3.0844)
C (0.1908, -2.0460, 2.6445)
C (-0.5743, -1.6318, 1.5449)
N (2.0613, -1.7480, 4.1635)
C (1.7252, -1.2186, 5.4715)
C (2.3482, -2.0942, 6.5425)
N (3.8347, -2.1709, 6.3098)
C (4.1667, -2.6553, 4.9201)
C (3.4957, -1.7259, 3.9300)
H (-1.5007, -5.7405, 1.7094)
H (-0.1152, -4.6674, 1.4668)
H (-1.2512, -4.9541, 0.1481)
H (-1.9989, -3.5245, 2.7640)
H (-3.0670, -3.8204, 1.4151)
H (-3.0574, -2.6375, -0.4338)
H (1.0974, 1.2525, 0.8242)
H (0.0137, -2.9906, 3.1374)
H (0.6444, -1.2258, 5.6044)
H (2.0653, -0.1772, 5.6016)
H (1.9707, -3.1131, 6.4815)
H (2.1881, -1.6963, 7.5427)
H (4.2685, -2.7744, 7.0086)
H (4.2377, -1.2383, 6.4321)
H (3.7853, -3.6713, 4.8404)
H (5.2500, -2.6506, 4.8175)
H (3.7091, -2.0655, 2.9173)
H (3.9311, -0.7205, 4.0292)
Cl (-0.3530, 4.1639, -0.9753)
C (0.2253, 5.5301, -1.9496)
Cl (0.9325, 5.0092, -3.4799)
H (0.9861, 6.0469, -1.3782)
H (-0.6178, 6.1752, -2.1654)
C (-1.2047, 1.3668, -7.3718)
N (-1.7127, 2.2328, -6.3105)
C (-2.6443, 3.1929, -6.5312)
C (-3.1340, 3.9427, -5.5227)
C (-2.6169, 3.6896, -4.2168)
N (-1.7022, 2.7636, -3.9995)
C (-1.2693, 2.0084, -5.0267)
O (-0.4607, 1.0844, -4.8160)
N (-3.0241, 4.4146, -3.1621)
H (-1.6249, 1.6954, -8.3185)
H (-1.4904, 0.3361, -7.1735)
H (-0.1199, 1.4273, -7.4057)
H (-2.9688, 3.3121, -7.5553)
H (-3.8756, 4.7046, -5.7044)
H (-3.8163, 5.0258, -3.2348)
H (-2.6910, 4.1449, -2.2492)
S (3.6262, 1.0998, -1.0027)
C (2.3268, 1.3037, -1.9490)
N (1.3880, 1.4497, -2.6320)



Entry 5:
C5H15N2O | ωB97M-V/def2-TZVPD

The value obtained for the lowest unoccupied orbital energy is -0.0955 Ha. Its net charge is +1. As for the orbital gap: 11.057 eV.

Cartesian coordinates (Å):
C (0.4766, -1.9837, 1.7651)
C (0.0211, -0.6505, 2.3399)
N (-0.9065, 0.0160, 1.3429)
C (-1.4826, 1.3084, 1.8150)
H (1.1611, -1.8629, 0.9174)
H (1.0096, -2.5599, 2.5495)
H (-0.3972, -2.5916, 1.4590)
H (-0.5448, -0.7641, 3.2811)
H (0.8875, 0.0003, 2.5785)
H (-1.6933, -0.6161, 1.1734)
H (-0.4176, 0.1777, 0.4469)
H (-2.5877, 1.1739, 2.0297)
H (-1.3188, 2.0802, 1.0305)
H (-0.9013, 1.6544, 2.6846)
C (-0.4229, 0.9821, -2.2761)
N (0.3670, 0.4713, -3.2536)
C (1.7984, 0.0686, -3.0578)
O (-0.1283, 1.0445, -1.0446)
H (-1.3796, 1.4872, -2.6432)
H (0.0672, 0.6688, -4.1795)
H (2.4548, 0.9621, -3.1080)
H (2.0839, -0.7110, -3.8184)
H (1.8537, -0.3557, -2.0324)